C9H11O3 | wB97M-V/def2-TZVPD

Summary:
Spin multiplicity = 2
Electronic energy = -575.1734 hartree
HOMO-LUMO gap (spin up / spin down) = 1.69 / 5.96 eV
Energy relative to the best compared isomer or geometry (same formula, charge and spin) = 20.69 kcal/mol
LUMO level (spin up / spin down) = 5.39 / 5.31 eV
Total charge = -2
Maximum force = 3.175 eV/A

Each line ends with the Löwdin charge.
Cartesian coordinates (Å):
C -1.38 -4.41 0.45  -0.039
C -0.79 -3.63 1.61  -0.633
O -1.25 -2.39 1.53  -0.024
O 0.05 -3.98 2.42  0.030
H -1.38 -3.84 -0.50  0.077
H -2.42 -4.64 0.76  0.074
H -0.75 -5.23 0.11  0.058
C 0.63 3.53 -2.16  -0.479
C 0.40 0.45 0.89  -0.436
C -0.66 1.33 0.65  -0.053
C 1.63 0.66 0.16  -0.061
C -0.43 2.50 -0.11  -0.152
C 1.66 1.54 -0.90  -0.144
C 0.59 2.50 -1.04  -0.332
O 0.31 -0.55 1.74  -0.136
H -0.60 -1.50 1.68  0.043
H -1.62 1.17 1.09  0.078
H 2.42 -0.03 0.41  0.084
H -0.96 3.44 -0.07  0.059
H 2.54 1.72 -1.50  0.041
H -0.30 3.49 -2.70  -0.012
H 1.49 3.35 -2.81  -0.029
H 0.80 4.53 -1.72  -0.013

---

C12H14O | wB97M-V/def2-TZVPD

Summary:
Electronic energy = -540.8070 hartree
HOMO-LUMO gap = 9.01 eV
Energy relative to the best compared isomer or geometry (same formula, charge and spin) = 26.62 kcal/mol
LUMO level = 0.35 eV
Maximum force = 5.091 eV/A

Each line ends with the Löwdin charge.
Cartesian coordinates (Å):
O 2.00 0.30 -3.34  0.047
C 1.13 -0.17 -2.56  -0.280
C 0.73 0.18 -1.24  -0.159
C 1.17 1.03 -0.23  -0.112
C 0.28 0.86 0.93  -0.148
C -0.86 -0.03 0.93  -0.133
C -1.21 -0.85 -0.18  -0.192
C -0.26 -0.72 -1.20  -0.129
C 2.42 1.88 -0.40  -0.030
C 0.74 1.38 2.24  -0.055
C -1.70 -0.28 2.15  -0.036
C -2.20 -1.88 -0.47  -0.051
C 0.11 -1.39 -2.60  0.028
H 3.31 1.23 -0.45  0.100
H 2.43 2.81 0.26  0.101
H 2.38 2.25 -1.43  0.079
H -0.17 1.93 2.56  0.100
H 1.19 0.57 2.81  0.099
H 1.64 1.92 2.17  0.047
H -2.74 -0.51 1.98  0.083
H -1.72 0.59 2.79  0.061
H -1.18 -0.91 2.80  0.073
H -3.23 -1.49 -0.28  0.095
H -1.96 -2.79 0.09  0.097
H -2.15 -2.12 -1.59  0.102
H 0.48 -2.41 -2.39  0.117
H -0.64 -1.39 -3.37  0.096